{
  "formula": "C20H22CrF3N7O5S",
  "method": "the ωB97M-V functional and the def2-TZVPD basis",
  "symbols": ["O", "F", "H", "C", "H", "H", "C", "H", "H", "C", "F", "C", "O", "H", "H", "H", "C", "H", "C", "O", "C", "C", "C", "H", "C", "N", "F", "O", "C", "C", "H", "C", "N", "O", "Cr", "H", "S", "N", "C", "N", "H", "H", "C", "H", "H", "H", "C", "C", "H", "N", "C", "H", "N", "H", "N", "C", "H", "H", "C"],
  "coordinates": [[1.61372, 0.79480, 0.59729], [2.99454, 2.12693, 3.40652], [-0.31674, -2.30369, 1.83892], [1.79825, -3.70034, -1.07053], [2.23534, 2.10395, -0.62890], [-1.44649, -2.52611, -0.93545], [-0.99743, 3.84935, -2.78776], [-0.96759, 5.83213, -3.13833], [-0.99158, -0.63427, 4.24593], [0.72074, -1.81561, 0.02954], [1.67899, 0.41884, 3.26698], [1.49318, -2.35066, -1.00619], [3.97050, -0.66103, 0.27848], [-3.49553, 1.06582, -3.55084], [3.16213, -2.10364, 1.54665], [4.86365, -2.29487, 1.09187], [0.56671, -4.04738, 0.97534], [3.17821, -0.11091, 0.44419], [-2.41205, 1.11795, 0.97652], [0.65851, 4.02684, 2.77851], [0.27346, -2.69170, 1.02020], [-3.59106, -1.02828, -3.08435], [-1.28261, 1.70987, -2.15528], [0.20427, -4.71801, 1.74461], [1.70486, 1.73654, 3.37253], [-1.39863, -0.52988, -1.41848], [1.14678, 2.06025, 4.54777], [-0.84359, -0.15361, 2.28965], [1.32646, -4.55509, -0.07611], [1.62017, -5.96303, -0.13656], [4.40014, -1.06407, 2.28088], [-1.91424, -1.75899, -1.53848], [0.26968, 3.91783, -2.34025], [-0.55826, 2.13833, 1.93272], [0.29011, 0.18441, -0.18061], [-2.49828, 1.79357, 0.12741], [0.91566, 2.81393, 2.00964], [-1.79417, 2.80077, -2.77220], [-1.46595, 0.05586, 3.54975], [1.85168, -7.08912, -0.18742], [-2.47571, 5.06343, -3.43184], [-2.89491, 0.17365, 0.72684], [-0.95961, 0.86619, 1.33733], [-4.43451, -1.23550, -3.73175], [2.44008, 3.68673, -1.30972], [1.88075, -1.70579, -1.78933], [-3.08988, 0.23563, -2.99080], [-1.95985, 0.47563, -2.16880], [2.39278, -4.09819, -1.88307], [-1.47521, 4.99510, -3.36623], [4.09624, -1.56432, 1.35332], [-2.53805, -0.16086, 3.50513], [1.99281, 2.78654, -1.34318], [-2.93260, 1.57957, 1.82132], [-0.05597, 1.71980, -1.51382], [0.70154, 2.81487, -1.73060], [-3.34483, -3.08678, -2.39187], [-1.32093, 1.07558, 3.90742], [-2.98568, -2.06893, -2.34449]],
  "total_charge": -1,
  "multiplicity": 4,
  "orbital_gap_ev": [5.7, 8.6],
  "homo_energy_ev": [-3.14, -6.36]
}

***

{
  "formula": "C21H15ClNO8S3",
  "method": "the ωB97M-V functional and the def2-TZVPD basis",
  "symbols": ["C", "C", "H", "O", "H", "H", "S", "C", "C", "C", "H", "C", "C", "Cl", "O", "H", "N", "H", "H", "H", "C", "O", "H", "O", "S", "H", "O", "C", "H", "O", "C", "C", "C", "O", "C", "C", "C", "H", "C", "C", "C", "C", "C", "H", "S", "C", "H", "H", "O"],
  "coordinates": [[-4.68548, 2.92987, -6.11524], [-6.04796, 3.15054, -6.06594], [-6.44874, 4.75337, -9.04573], [2.65948, -5.30085, 3.11763], [-7.76963, 3.96778, -7.07216], [1.47893, -4.38831, -0.48535], [-3.95564, 2.11209, -4.68486], [-4.57424, 4.02056, -8.26547], [-5.95473, 4.23581, -8.22270], [1.29678, -4.16575, 1.63658], [-5.60869, 4.19894, -0.41866], [-6.51386, 3.59903, -0.52556], [-6.48911, 2.52233, -1.43660], [-2.62271, 1.69621, -0.00324], [-7.50497, 3.78041, -4.00138], [-3.99002, 4.36620, -9.11792], [2.36235, -5.07824, 1.91974], [-7.70241, 0.98786, -2.36846], [-9.78408, 3.47512, 0.46009], [-0.85555, 0.57112, 0.99785], [-7.69670, 3.96648, 0.10868], [2.95231, -5.61858, 0.95254], [-0.98932, -2.20159, 3.21416], [-2.76099, -1.84262, -0.62527], [-2.26725, -1.29812, 0.62831], [-7.71382, 4.84055, 0.75419], [-2.91739, 2.95887, -4.17302], [-8.84499, 2.13270, -0.95972], [-9.74456, 1.54383, -1.12260], [-3.06402, -1.36426, 1.83021], [-7.68663, 1.81000, -1.65192], [-5.38115, 2.19172, -3.60380], [-1.73531, 0.33803, 0.39149], [-7.58766, 1.39865, -4.83094], [-0.82574, -2.36721, 1.05350], [0.59238, -3.53314, 2.67254], [-5.29220, 2.23755, -2.24237], [-2.86433, 3.19787, -7.21545], [-3.93890, 3.36521, -7.21020], [-0.45516, -2.65236, 2.38349], [-8.86551, 3.21521, -0.07201], [-6.69544, 3.79909, -7.12081], [-0.11168, -3.00949, 0.03040], [-4.31167, 2.19555, -1.76806], [-6.85621, 2.61745, -4.54538], [0.93215, -3.89341, 0.31004], [-0.38028, -2.83720, -1.00622], [0.88791, -3.75524, 3.69406], [-3.71438, 0.72746, -5.04874]],
  "total_charge": -1,
  "multiplicity": 1,
  "orbital_gap_ev": 4.3,
  "homo_energy_ev": -2.94
}

***

{
  "formula": "C3H8S",
  "method": "the ωB97M-V functional and the def2-TZVPD basis",
  "symbols": ["H", "C", "H", "H", "C", "C", "H", "H", "S", "H", "H", "H"],
  "coordinates": [[0.43608, 2.34721, -0.07720], [0.95157, -0.98118, -0.42592], [-1.17740, 1.73478, 0.26166], [-2.36292, -1.64401, 0.65428], [-0.24568, 1.42696, -0.09534], [0.55490, 0.24823, 0.50022], [-1.76421, -1.20990, 0.30174], [0.68503, -1.11641, -1.54474], [2.31469, -0.00528, 0.06254], [0.68213, -1.99548, 0.02398], [0.35997, 0.04004, 1.53317], [-0.43415, 1.15507, -1.19438]],
  "total_charge": 0,
  "multiplicity": 1,
  "orbital_gap_ev": 9.8,
  "homo_energy_ev": -8.81
}

***

{
  "formula": "C3HOS3",
  "method": "the ωB97M-V functional and the def2-TZVPD basis",
  "symbols": ["S", "C", "H", "O", "C", "S", "C", "S"],
  "coordinates": [[2.12568, -0.93578, -0.77563], [-1.07235, -0.74246, 0.32497], [-1.37637, 0.01869, -0.26540], [0.22780, 2.47007, -0.43056], [0.64517, 1.37273, -0.29227], [-1.69909, -2.21077, -0.06677], [1.12646, 0.19360, -0.06241], [0.02270, -0.16607, 1.56807]],
  "total_charge": -1,
  "smiles": "O=C=C([S-])SC=S",
  "multiplicity": 1,
  "orbital_gap_ev": 6.3,
  "homo_energy_ev": -3.07
}